1.
Here is C13H17ClLaO as an isolated structure from the Open Molecules 2025 dataset. Energies are from ωB97M-V with the def2-TZVPD basis set.

Geometry as XYZ:
```
33
C13H17ClLaO ωB97M-V with the def2-TZVPD basis set
C -3.265 -1.051 -0.547
C -2.339 -1.209 -1.627
C -1.871 0.066 -2.029
H -2.058 -2.147 -2.110
C -2.455 1.048 -1.184
C -3.339 0.377 -0.256
H -3.762 0.864 0.649
H -3.576 -1.859 0.135
H -1.322 0.286 -2.949
H -2.330 2.141 -1.283
La -1.287 -0.519 1.000
Cl -0.143 -2.723 1.980
C 3.453 0.285 -0.140
C 2.892 1.515 -0.648
C 2.214 1.211 -1.868
H 2.807 2.467 -0.100
C 2.338 -0.215 -2.102
C 3.093 -0.774 -1.032
H 3.178 -1.841 -0.824
H 3.893 0.148 0.845
H 1.534 1.882 -2.423
H 1.765 -0.769 -2.862
C -1.473 1.077 3.868
C -0.260 1.692 3.175
C 1.121 1.356 3.718
O -0.305 1.316 1.761
H -1.477 -0.022 3.784
H -2.412 1.460 3.420
H -1.479 1.328 4.928
H -0.381 2.793 3.131
H 1.335 0.289 3.668
H 1.906 1.879 3.156
H 1.200 1.653 4.780
```

The gap between HOMO and LUMO comes out at 4.2 eV. The energy above the lowest of the compared OMol25 structures with the same formula, charge and spin comes out at 26.88 kcal per mole. The value obtained for the max |F| is 3.13 eV/Å. Its total charge is -1. For the calculated total energy, the calculation gives -1072.6243 hartree. Its multiplicity is 1. For the HOMO energy, the calculation gives -2.5 eV. Its LUMO energy is 1.7 eV.

***

2.
Here is one molecule with the formula C24H15ClN4O3 from the Open Molecules 2025 dataset. Energies are from ωB97M-V with the def2-TZVPD basis set.

Geometry as XYZ:
```
47
C24H15ClN4O3 ωB97M-V with the def2-TZVPD basis set
O -0.252 -0.564 2.635
C -0.096 -1.149 1.599
O -1.085 -1.849 0.985
C -2.366 -1.707 1.525
N -3.048 -0.580 0.903
N -2.272 0.439 0.532
N -2.734 1.455 -0.002
C -4.083 1.580 -0.232
C -4.571 2.748 -0.828
C -5.920 2.876 -1.063
C -6.806 1.854 -0.716
C -6.343 0.697 -0.129
C -4.978 0.551 0.119
C -4.435 -0.651 0.743
O -5.055 -1.627 1.105
C 1.170 -1.167 0.824
C 1.859 0.020 0.756
C 3.038 0.094 -0.019
C 3.789 1.355 -0.143
C 4.208 1.763 -1.407
C 4.898 2.947 -1.582
C 5.194 3.742 -0.486
C 4.813 3.341 0.782
C 4.117 2.154 0.952
Cl 3.725 1.654 2.563
N 3.491 -0.928 -0.702
C 2.860 -2.112 -0.624
C 3.408 -3.198 -1.339
C 2.826 -4.432 -1.273
C 1.679 -4.633 -0.489
C 1.117 -3.599 0.209
C 1.678 -2.309 0.150
H -2.306 -1.539 2.610
H -2.945 -2.608 1.304
H -3.870 3.524 -1.089
H -6.303 3.776 -1.522
H -7.861 1.975 -0.909
H -7.006 -0.107 0.150
H 1.468 0.893 1.253
H 3.974 1.129 -2.248
H 5.208 3.250 -2.571
H 5.730 4.669 -0.614
H 5.057 3.940 1.645
H 4.300 -3.018 -1.918
H 3.248 -5.264 -1.815
H 1.240 -5.619 -0.437
H 0.239 -3.765 0.812
```

The gap between HOMO and LUMO comes out at 8.5 eV. The energy above the lowest of the compared OMol25 structures with the same formula, charge and spin comes out at 2.30 kcal per mole. The value obtained for the max |F| is 1.34 eV/Å. Its total charge is 0. For the calculated total energy, the calculation gives -1828.5261 hartree. Its multiplicity is 1. For the HOMO energy, the calculation gives -8.7 eV. Its LUMO energy is -0.3 eV.

***

3.
Here is an isolated ion of composition C9H15N2O and charge +1 from the Open Molecules 2025 dataset. Energies are from ωB97M-V with the def2-TZVPD basis set.

Geometry as XYZ:
```
27
C9H15N2O ωB97M-V with the def2-TZVPD basis set
C -1.631 1.708 -0.210
C -1.763 0.254 -0.004
N -3.091 -0.135 0.231
N -1.302 -0.398 -1.379
C -0.675 -0.476 0.937
O -0.963 -1.896 0.950
C 0.806 -0.249 0.494
C 1.448 -1.215 -0.266
C 2.799 -1.052 -0.681
C 3.552 0.081 -0.357
C 2.884 1.070 0.426
C 1.595 0.800 0.958
H -0.608 1.989 0.080
H -2.308 2.323 0.248
H -1.777 1.949 -1.324
H -3.770 0.636 0.436
H -3.229 -0.832 0.891
H -0.257 -0.432 -1.382
H -1.668 -1.393 -1.313
H -1.739 0.028 -2.084
H -0.875 -0.146 1.986
H -0.330 -2.313 1.597
H 0.843 -2.120 -0.316
H 3.169 -1.906 -1.308
H 4.375 0.258 -0.979
H 3.356 1.930 0.746
H 1.159 1.537 1.620
```

The gap between HOMO and LUMO comes out at 10.2 eV. The energy above the lowest of the compared OMol25 structures with the same formula, charge and spin comes out at 28.49 kcal per mole. The value obtained for the max |F| is 5.99 eV/Å. Its total charge is +1. For the calculated total energy, the calculation gives -536.4199 hartree. Its multiplicity is 1. For the HOMO energy, the calculation gives -12.9 eV. Its LUMO energy is -2.7 eV.

***

4.
Here is C4H6N2 as an isolated structure from the Open Molecules 2025 dataset. Energies are from ωB97M-V with the def2-TZVPD basis set.

Geometry as XYZ:
```
12
C4H6N2 ωB97M-V with the def2-TZVPD basis set
N -1.072 -0.202 -2.132
C -0.751 0.050 -0.951
C -0.869 0.925 0.257
C 0.236 0.132 0.934
C 0.491 -0.888 -0.086
N 1.459 0.202 0.131
H -0.656 1.981 0.090
H -1.846 0.791 0.729
H 0.263 -0.041 1.996
H -0.310 -0.905 -1.834
H 0.816 -1.923 0.162
H 2.239 -0.122 0.703
```

The gap between HOMO and LUMO comes out at 9.8 eV. The energy above the lowest of the compared OMol25 structures with the same formula, charge and spin comes out at 114.70 kcal per mole. The value obtained for the max |F| is 3.83 eV/Å. Its total charge is 0. For the calculated total energy, the calculation gives -265.3528 hartree. Its multiplicity is 1. For the HOMO energy, the calculation gives -8.9 eV. Its LUMO energy is 1.0 eV.

***

5.
Here is one molecule with the formula C5H7NS2 from the Open Molecules 2025 dataset. Energies are from ωB97M-V with the def2-TZVPD basis set.

Geometry as XYZ:
```
15
C5H7NS2 ωB97M-V with the def2-TZVPD basis set
C 1.651 -1.392 -0.254
C 0.611 -0.301 -0.432
C 0.590 0.847 0.534
S -0.099 2.403 -0.018
N -1.617 1.630 -0.345
C -1.810 0.352 0.069
S -3.244 -0.435 0.003
C -0.518 -0.197 0.558
H 1.271 -2.325 -0.668
H 1.828 -1.581 0.808
H 2.583 -1.136 -0.771
H 0.363 -0.062 -1.457
H 1.351 0.923 1.331
H -2.374 2.191 -0.738
H -0.586 -0.917 1.379
```

The gap between HOMO and LUMO comes out at 8.5 eV. The energy above the lowest of the compared OMol25 structures with the same formula, charge and spin comes out at 18.54 kcal per mole. The value obtained for the max |F| is 0.87 eV/Å. Its total charge is 0. For the calculated total energy, the calculation gives -1045.8145 hartree. Its multiplicity is 1. For the HOMO energy, the calculation gives -8.1 eV. Its LUMO energy is 0.4 eV.

***

> Which formula does entry 4 have?

C4H6N2